ORCA calculation (wB97M-V/def2-TZVPD) on a cluster of 6 separate species, C20H31Br10N3O in total.

```
65
Properties=species:S:1:pos:R:3:mulliken_charge:R:1
C 2.6334 1.9794 -0.2799 -0.340
N 2.4348 1.6622 -1.6771 -0.102
C 1.1004 1.1949 -1.9901 -0.747
C -0.0252 2.1726 -1.7143 0.807
C -1.1892 1.6425 -1.2295 0.171
C -2.3147 2.4535 -0.9692 -0.304
O -3.4494 1.8358 -0.4676 -0.588
C -2.2558 3.7931 -1.1707 -0.427
C -1.0763 4.3904 -1.6624 0.480
N -1.0730 5.7431 -1.8469 -0.660
C 0.0500 6.2133 -2.3134 -0.214
C 1.1602 5.4190 -2.6332 -0.436
N 1.1731 4.1258 -2.4737 -0.399
C 0.0373 3.5783 -1.9549 0.235
H 2.0094 2.8165 0.0234 0.285
H 2.4478 1.1223 0.3845 0.211
H 3.6639 2.2978 -0.1486 -0.204
H 3.1426 1.0336 -2.0195 0.262
H 1.0790 0.8458 -3.0209 0.339
H 0.8776 0.3091 -1.3740 0.185
H -1.2644 0.5802 -1.0484 -0.182
H -3.9148 1.4638 -1.2266 0.213
H -3.1038 4.4197 -0.9461 0.516
H 0.1217 7.2827 -2.4647 0.386
H 2.0512 5.8895 -3.0247 0.438
Br -4.0528 -0.8037 -2.8331 -0.179
C -3.7015 -2.4154 -1.8043 -0.535
C -2.5740 -2.1830 -0.8353 -0.496
Br -0.8540 -2.1777 -1.7413 -0.085
H -3.4948 -3.2076 -2.5162 0.368
H -4.6250 -2.6340 -1.2729 0.401
H -2.5150 -2.9877 -0.1069 0.214
H -2.6568 -1.2329 -0.3151 0.405
Br 5.7391 3.4484 -2.0361 -0.131
C 6.8145 4.3599 -0.6961 -0.557
C 7.0216 3.5100 0.5288 -0.603
Br 5.4174 3.4427 1.6278 -0.128
H 6.3060 5.2918 -0.4727 0.363
H 7.7667 4.5710 -1.1777 0.339
H 7.7933 3.9404 1.1632 0.349
H 7.2800 2.4838 0.2900 0.352
Br -0.3280 -5.8018 -3.7456 -0.119
C 1.2997 -5.3612 -2.7784 -0.376
C 2.4062 -4.9430 -3.7085 -0.592
Br 3.1976 -6.4671 -4.6232 -0.152
H 1.5575 -6.2323 -2.1854 0.414
H 1.0270 -4.5395 -2.1183 0.078
H 3.2199 -4.4875 -3.1487 0.357
H 2.0666 -4.2577 -4.4780 0.367
Br -2.4575 -3.3889 2.9201 -0.126
C -1.0360 -2.4634 3.8778 -0.516
C -0.8151 -1.0720 3.3491 -0.696
Br 0.1494 -1.0842 1.6590 -0.086
H -0.1525 -3.0881 3.8010 0.384
H -1.3665 -2.4264 4.9136 0.318
H -0.1904 -0.5053 4.0357 0.380
H -1.7423 -0.5351 3.1776 0.396
Br -6.8682 -4.9358 5.1834 -0.129
C -5.0223 -4.4296 5.5342 -0.333
C -4.9167 -3.4690 6.6872 -0.602
Br -5.4526 -1.6698 6.1753 -0.133
H -4.6293 -4.0188 4.6118 0.072
H -4.5077 -5.3600 5.7650 0.351
H -3.8821 -3.3792 7.0114 0.330
H -5.5367 -3.7551 7.5302 0.416
```

As for the spin multiplicity: 1. The calculation puts the largest force on an atom at 0.73 eV/Å. As for the HOMO energy: -0.2959 Ha. As for the structure (SMILES): CNCc1cc(O)cc2nccnc12.BrCCBr.BrCCBr.BrCCBr.BrCCBr.BrCCBr.